[1]
Entry from the OMol25 dataset: a 2-piece molecular cluster, C7H16Cl2NO2 overall (ωB97M-V/def2-TZVPD).

Last column: natural (NBO) charge in e.
CARTESIAN COORDINATES (ANGSTROEM)
C (2.077, -0.280, -1.211)  -0.657
C (1.193, -1.413, -0.696)  -0.243
N (0.212, -1.837, -1.762)  -0.502
C (-1.231, -1.933, -1.337)  -0.215
C (-1.796, -0.707, -0.637)  -0.556
C (-1.709, 0.541, -1.508)  0.765
O (-2.437, 0.738, -2.429)  -0.523
O (-0.740, 1.424, -1.180)  -0.668
H (2.527, 0.287, -0.401)  0.267
H (1.551, 0.405, -1.878)  0.227
H (2.877, -0.723, -1.808)  0.233
H (1.834, -2.262, -0.472)  0.235
H (0.641, -1.180, 0.207)  0.233
H (0.315, -1.229, -2.577)  0.441
H (0.473, -2.767, -2.086)  0.443
H (-1.791, -2.089, -2.260)  0.246
H (-1.368, -2.829, -0.738)  0.239
H (-2.846, -0.920, -0.449)  0.284
H (-1.333, -0.508, 0.331)  0.235
H (-0.210, 1.111, -0.436)  0.489
Cl (1.344, 0.757, 1.680)  -0.110
C (0.817, 2.263, 2.507)  -0.365
C (-0.283, 1.978, 3.494)  -0.390
Cl (-1.778, 1.466, 2.660)  -0.063
H (0.491, 2.957, 1.737)  0.234
H (1.690, 2.675, 3.007)  0.243
H (-0.515, 2.881, 4.053)  0.244
H (-0.005, 1.192, 4.191)  0.233

Summary:
- Highest occupied orbital energy: -13.93 eV
- Net charge: +1
- Multiplicity: 1
- Kohn-Sham gap: 10.710 eV
- Electronic energy: -38142.4609 eV

[2]
Entry from the OMol25 dataset: C7H16ClNSi as an isolated structure (ωB97M-V/def2-TZVPD).

Last column: natural (NBO) charge in e.
CARTESIAN COORDINATES (ANGSTROEM)
C (1.273, 1.919, 2.542)  -0.306
C (0.497, 1.837, 1.443)  -0.759
C (-2.687, -0.143, 0.987)  -0.610
C (-1.546, -1.853, -0.350)  -0.610
C (2.525, 0.591, -0.976)  -0.411
C (0.772, -0.488, -2.289)  -0.402
C (-1.614, -0.320, -0.133)  -0.686
N (1.109, 0.433, -1.188)  -0.895
Si (0.202, 0.353, 0.259)  1.929
Cl (1.551, -1.791, 1.387)  -0.638
H (1.300, 2.729, 3.218)  0.205
H (1.847, 0.890, 2.769)  0.227
H (-0.226, 2.670, 1.387)  0.232
H (-2.370, -0.436, 1.952)  0.213
H (-3.104, 0.895, 0.960)  0.209
H (-3.550, -0.777, 0.716)  0.210
H (-0.664, -2.171, -0.824)  0.217
H (-2.294, -2.050, -1.054)  0.207
H (-1.714, -2.133, 0.664)  0.226
H (2.716, 1.060, 0.019)  0.221
H (2.784, -0.421, -1.107)  0.199
H (3.098, 1.182, -1.787)  0.188
H (1.375, -1.385, -2.097)  0.189
H (-0.251, -0.710, -2.296)  0.206
H (1.117, -0.080, -3.213)  0.200
H (-2.145, 0.198, -0.989)  0.242

Summary:
- Highest occupied orbital energy: -9.18 eV
- Relative energy (zero: lowest compared OMol25 entry of this formula, charge and spin): 292.1 kJ/mol
- Multiplicity: 1
- Kohn-Sham gap: 9.439 eV
- Electronic energy: -29407.5361 eV

[3]
Entry from the OMol25 dataset: an isolated ion of composition C7H16FIN2 and charge +2 (ωB97M-V/def2-TZVPD).

Last column: natural (NBO) charge in e.
CARTESIAN COORDINATES (ANGSTROEM)
C (0.055, 0.043, -0.044)  0.366
C (1.455, -0.496, 0.335)  -0.187
C (-0.960, 1.694, 1.639)  -0.594
C (2.069, -2.206, -1.401)  -0.664
C (-1.565, 1.603, -0.866)  -0.232
C (-0.418, 1.435, 0.171)  -0.334
C (1.865, -1.946, 0.095)  -0.182
N (-2.255, 3.014, -0.920)  -0.679
N (0.977, -2.948, 0.699)  -0.663
F (-0.849, -0.932, -0.139)  -0.341
I (3.161, 0.750, 0.763)  0.348
H (-0.121, 1.872, 2.332)  0.262
H (-1.344, 0.620, 1.881)  0.225
H (-1.725, 2.449, 1.482)  0.191
H (1.178, -2.242, -2.091)  0.254
H (2.792, -1.298, -1.660)  0.269
H (2.666, -3.146, -1.458)  0.245
H (-1.269, 1.305, -1.857)  0.249
H (-2.237, 0.793, -0.522)  0.244
H (0.376, 2.099, -0.056)  0.248
H (2.840, -1.972, 0.721)  0.263
H (-1.999, 3.550, -0.116)  0.442
H (-3.260, 2.886, -0.818)  0.457
H (-2.033, 3.487, -1.800)  0.464
H (1.069, -3.053, 1.648)  0.441
H (1.359, -3.774, 0.269)  0.449
H (0.013, -2.708, 0.363)  0.459

Summary:
- Highest occupied orbital energy (spin up / spin down): -13.48 / -16.40 eV
- Net charge: +2
- Multiplicity: 3
- Kohn-Sham gap (spin up / spin down): 7.335 / 7.746 eV
- Electronic energy: -21295.9714 eV

[4]
Entry from the OMol25 dataset: one molecule with the formula C7H16IP (ωB97M-V/def2-TZVPD).

Last column: natural (NBO) charge in e.
CARTESIAN COORDINATES (ANGSTROEM)
C (0.619, 3.042, -2.103)  -0.597
C (-1.495, -1.516, -0.262)  -0.618
C (0.066, -2.736, 1.320)  -0.633
C (-1.006, -0.613, 1.975)  -0.629
C (1.380, 1.882, -1.500)  -0.440
C (0.374, 1.114, -0.752)  -0.597
C (-0.328, -1.382, 0.780)  -0.310
P (1.246, -0.587, 0.066)  0.585
I (2.249, 0.369, 2.060)  -0.144
H (0.126, 2.600, -2.870)  0.202
H (-0.056, 3.518, -1.301)  0.203
H (1.218, 3.828, -2.625)  0.214
H (-2.005, -0.601, -0.334)  0.208
H (-1.304, -1.856, -1.326)  0.212
H (-2.139, -2.128, 0.270)  0.211
H (1.055, -2.648, 1.692)  0.217
H (0.181, -3.374, 0.429)  0.208
H (-0.719, -3.211, 1.982)  0.218
H (-0.351, -0.773, 2.902)  0.216
H (-0.958, 0.423, 1.760)  0.207
H (-2.024, -0.933, 2.307)  0.217
H (1.859, 1.248, -2.255)  0.202
H (2.206, 2.033, -0.757)  0.202
H (-0.040, 1.783, 0.038)  0.228
H (-0.154, 0.519, -1.495)  0.217

Summary:
- Highest occupied orbital energy: -8.64 eV
- Relative energy (zero: lowest compared OMol25 entry of this formula, charge and spin): 0.0 kJ/mol
- SMILES: CCCP(I)C(C)(C)C
- Multiplicity: 1
- Kohn-Sham gap: 8.998 eV
- Electronic energy: -24906.9356 eV

[5]
Entry from the OMol25 dataset: a 3-piece molecular cluster, C7H16N overall (ωB97M-V/def2-TZVPD).

Last column: natural (NBO) charge in e.
CARTESIAN COORDINATES (ANGSTROEM)
C (-0.688, -0.415, 1.360)  -0.313
C (0.003, -1.379, 0.399)  -0.371
C (1.429, -0.726, 0.155)  -0.372
C (1.387, 0.593, -0.664)  -0.569
C (0.340, 0.780, -1.699)  0.545
C (-0.109, 1.429, -2.717)  -0.273
C (-1.383, 1.296, -3.571)  -0.694
N (-0.054, -0.731, 2.540)  -0.292
H (-1.749, -0.578, 1.307)  0.331
H (-0.519, 0.524, 0.870)  0.234
H (-0.526, -1.355, -0.516)  0.224
H (0.055, -2.440, 0.758)  0.263
H (1.942, -0.668, 1.138)  0.250
H (1.886, -1.417, -0.513)  0.255
H (1.210, 1.334, 0.107)  0.274
H (2.439, 0.763, -1.118)  0.349
H (0.104, -0.004, 5.569)  0.093
H (0.273, 2.385, -2.925)  0.378
H (-2.022, 2.106, -3.982)  0.307
H (-2.258, 0.599, -3.372)  0.282
H (-1.044, 0.726, -4.463)  0.288
H (-0.185, -0.063, 3.322)  0.453
H (-0.069, -1.125, 5.098)  -0.074
H (-0.463, -1.635, 2.916)  0.434

Summary:
- Highest occupied orbital energy (spin up / spin down): -18.77 / -18.77 eV
- Relative energy (zero: lowest compared OMol25 entry of this formula, charge and spin): 849.8 kJ/mol
- Net charge: +2
- Multiplicity: 2
- Kohn-Sham gap (spin up / spin down): 8.263 / 6.453 eV
- Electronic energy: -8981.4114 eV

[6]
Entry from the OMol25 dataset: one molecule with the formula C7H16N2 (ωB97M-V/def2-TZVPD).

Last column: natural (NBO) charge in e.
CARTESIAN COORDINATES (ANGSTROEM)
C (1.138, 0.727, -0.379)  0.285
C (-0.752, -1.043, 0.327)  -0.217
C (1.520, 1.430, -1.667)  -0.633
C (-1.279, 0.888, -1.211)  -0.610
C (0.235, -1.810, 1.207)  -0.616
C (-2.090, -0.945, 1.075)  -0.606
C (-0.302, 0.348, -0.168)  0.068
N (2.233, 0.036, 0.181)  -0.840
N (0.174, 1.422, 0.685)  -0.663
H (-0.909, -1.640, -0.580)  0.204
H (2.151, -0.074, 1.185)  0.370
H (3.128, 0.465, -0.033)  0.372
H (0.346, 1.114, 1.640)  0.341
H (2.594, 1.571, -1.731)  0.205
H (1.217, 0.837, -2.531)  0.220
H (1.045, 2.404, -1.717)  0.233
H (-2.289, 0.889, -0.808)  0.214
H (-1.049, 1.920, -1.452)  0.221
H (-1.244, 0.291, -2.122)  0.203
H (0.447, -1.265, 2.132)  0.186
H (1.162, -2.016, 0.675)  0.234
H (-0.205, -2.772, 1.487)  0.210
H (-2.350, -1.913, 1.500)  0.208
H (-2.017, -0.215, 1.881)  0.204
H (-2.905, -0.651, 0.421)  0.208

Summary:
- Highest occupied orbital energy: -8.03 eV
- Relative energy (zero: lowest compared OMol25 entry of this formula, charge and spin): 152.4 kJ/mol
- SMILES: CC(C)[C@@]1(C)N[C@@]1(C)N
- Multiplicity: 1
- Kohn-Sham gap: 9.066 eV
- Electronic energy: -10497.6781 eV

> Which value of multiplicity does entry 1 give?

1

> Among the records above, which one has the lowest electronic energy?

C7H16Cl2NO2

> electronic energy of number 3 (C7H16FIN2)?

-21295.9714 eV

Copy entry 6 word for word.
Entry from the OMol25 dataset: one molecule with the formula C7H16N2 (ωB97M-V/def2-TZVPD).

Last column: natural (NBO) charge in e.
CARTESIAN COORDINATES (ANGSTROEM)
C (1.138, 0.727, -0.379)  0.285
C (-0.752, -1.043, 0.327)  -0.217
C (1.520, 1.430, -1.667)  -0.633
C (-1.279, 0.888, -1.211)  -0.610
C (0.235, -1.810, 1.207)  -0.616
C (-2.090, -0.945, 1.075)  -0.606
C (-0.302, 0.348, -0.168)  0.068
N (2.233, 0.036, 0.181)  -0.840
N (0.174, 1.422, 0.685)  -0.663
H (-0.909, -1.640, -0.580)  0.204
H (2.151, -0.074, 1.185)  0.370
H (3.128, 0.465, -0.033)  0.372
H (0.346, 1.114, 1.640)  0.341
H (2.594, 1.571, -1.731)  0.205
H (1.217, 0.837, -2.531)  0.220
H (1.045, 2.404, -1.717)  0.233
H (-2.289, 0.889, -0.808)  0.214
H (-1.049, 1.920, -1.452)  0.221
H (-1.244, 0.291, -2.122)  0.203
H (0.447, -1.265, 2.132)  0.186
H (1.162, -2.016, 0.675)  0.234
H (-0.205, -2.772, 1.487)  0.210
H (-2.350, -1.913, 1.500)  0.208
H (-2.017, -0.215, 1.881)  0.204
H (-2.905, -0.651, 0.421)  0.208

Summary:
- Highest occupied orbital energy: -8.03 eV
- Relative energy (zero: lowest compared OMol25 entry of this formula, charge and spin): 152.4 kJ/mol
- SMILES: CC(C)[C@@]1(C)N[C@@]1(C)N
- Multiplicity: 1
- Kohn-Sham gap: 9.066 eV
- Electronic energy: -10497.6781 eV